1.
Density functional theory data (ωB97M-V with the def2-TZVPD basis set) for CBrCl2O3P as an isolated structure at a distorted geometry.

Calculated values
- Relative energy (zero: lowest compared OMol25 entry of this formula, charge and spin): 131.35 kJ/mol
- E_LUMO: 0.2004 Ha
- Molar mass: 241.792 g mol⁻¹
- Net charge: -2
- Frontier orbital gap: 5.73 eV
- Electronic energy: -4099.6481 hartree

XYZ file:
```
8
Properties=species:S:1:pos:R:3:lowdin_charge:R:1
C -0.6922 -0.2555 0.2654 -1.441
O 1.0563 1.3257 1.0037 -0.478
O 0.8265 1.1095 -1.5567 -0.458
O 1.9543 -0.7605 -0.1922 -0.453
P 1.0576 0.4400 -0.2356 -0.109
Cl -1.4567 -1.8309 -1.2123 -0.092
Cl -0.6926 -1.0892 1.7235 0.507
Br -2.0531 1.0609 0.2042 0.523
```

---

2.
Density functional theory data (ωB97M-V with the def2-TZVPD basis set) for one molecule with the formula C3H9NO2S2 at a distorted geometry.

Calculated values
- Relative energy (zero: lowest compared OMol25 entry of this formula, charge and spin): 337.93 kJ/mol
- SMILES: CO[S@@](=O)(=S)[C@@H](C)N
- E_LUMO: 0.0066 Ha
- Molar mass: 155.244 g mol⁻¹
- Frontier orbital gap: 9.43 eV
- Electronic energy: -1121.2167 hartree

XYZ file:
```
17
Properties=species:S:1:pos:R:3:lowdin_charge:R:1
C -1.8025 1.5217 0.4669 -0.094
C 2.0740 -1.7925 0.3977 -0.193
C -1.0158 0.2813 0.1007 -0.514
N -1.4951 -0.4112 -0.9997 0.005
O 1.4577 0.9980 1.0826 -0.409
O 1.4881 -1.0301 -0.6165 -0.392
S 1.2875 1.8486 -1.7613 0.275
S 0.9113 0.7207 -0.1915 0.436
H -1.6553 2.3808 -0.2517 0.082
H -1.4377 2.0358 1.4204 0.101
H -2.9366 1.3484 0.4672 0.109
H 1.5875 -2.7981 0.4259 0.087
H 1.9741 -1.1248 1.2960 0.079
H 3.0939 -2.1603 0.3130 0.072
H -0.8585 -0.4572 0.8772 0.120
H -1.4606 0.1051 -1.8636 0.074
H -1.2120 -1.4661 -1.1633 0.160
```

---

3.
Density functional theory data (ωB97M-V with the def2-TZVPD basis set) for an isolated ion of composition C20H24N3 and charge +1 at a distorted geometry.

Calculated values
- Relative energy (zero: lowest compared OMol25 entry of this formula, charge and spin): 0.00 kJ/mol
- SMILES: Cc1ccc([C@@H](c2ccccc2)N2CCCN3CC[NH+]=C32)cc1
- E_LUMO: -0.0831 Ha
- Molar mass: 306.433 g mol⁻¹
- Net charge: +1
- Frontier orbital gap: 9.27 eV
- Electronic energy: -940.5898 hartree

XYZ file:
```
47
Properties=species:S:1:pos:R:3:lowdin_charge:R:1
C -4.9905 -2.5215 1.6021 -0.049
C -3.6608 -1.8603 1.4036 -0.273
C -3.5867 -0.5536 0.9117 -0.026
C -2.3589 0.0861 0.8024 -0.051
C -1.1714 -0.6218 1.0209 -0.179
C 0.1455 0.0585 0.7052 -0.218
C 1.3789 -0.8356 0.8043 -0.183
C 2.5176 -0.4261 1.5023 -0.036
C 3.5927 -1.3072 1.6509 -0.064
C 3.4882 -2.6193 1.1753 -0.067
C 2.3756 -3.0010 0.4138 -0.056
C 1.3427 -2.0884 0.1952 -0.053
C -1.2520 -1.8782 1.6402 -0.016
C -2.4838 -2.5146 1.7629 -0.021
H -4.8741 -3.6108 1.6027 0.081
H -5.4479 -2.2328 2.5622 0.095
H -5.6918 -2.2444 0.8044 0.084
H -4.5024 -0.0391 0.6142 0.121
H -2.3197 1.1410 0.5212 0.121
H 0.2328 0.8241 1.4992 0.155
H 2.5575 0.5776 1.9384 0.099
H 4.4970 -0.9655 2.1534 0.110
H 4.2833 -3.3400 1.3891 0.113
H 2.3059 -4.0071 -0.0070 0.114
H 0.4724 -2.3679 -0.4108 0.122
H -0.3627 -2.3830 2.0162 0.121
H -2.5454 -3.5321 2.1469 0.121
C -0.1535 0.7867 -3.0118 -0.141
C -0.7253 0.3287 -1.6859 -0.104
N 0.1560 0.7068 -0.5617 0.042
C 0.9263 1.8109 -0.7105 -0.226
N 1.0711 2.4810 -1.8576 -0.023
C 0.2269 2.2480 -3.0199 -0.116
C 1.8680 3.6760 -1.6516 -0.087
C 2.4051 3.5142 -0.2428 -0.107
N 1.6311 2.4072 0.2649 0.117
H 0.7199 0.1749 -3.2729 0.134
H -0.9165 0.6164 -3.7753 0.132
H -1.7050 0.8104 -1.5209 0.124
H -0.8759 -0.7592 -1.7052 0.142
H 0.7962 2.5020 -3.9150 0.136
H -0.6671 2.8942 -2.9799 0.142
H 2.6697 3.7344 -2.3973 0.138
H 1.2492 4.5753 -1.7433 0.136
H 3.4706 3.2596 -0.2488 0.132
H 2.2641 4.3930 0.3864 0.132
H 1.6471 2.1026 1.2285 0.128
```

---

4.
Density functional theory data (ωB97M-V with the def2-TZVPD basis set) for C48H58N2Re as an isolated structure.

Calculated values
- Spin multiplicity: 4
- E_LUMO (spin up / spin down): -0.2435 / -0.2597 Ha
- Molar mass: 849.213 g mol⁻¹
- Net charge: +2
- Frontier orbital gap (spin up / spin down): 6.80 / 5.73 eV
- Electronic energy: -2051.1516 hartree

XYZ file:
```
109
Properties=species:S:1:pos:R:3:lowdin_charge:R:1
Re 0.4570 1.0107 -0.0398 1.593
C 0.5022 4.1004 0.7349 -0.037
C 1.3997 3.1150 0.0093 -0.351
C 1.2775 2.9409 -1.4035 -0.256
C 0.2647 3.7345 -2.2047 -0.014
C 2.2553 2.2001 -2.1060 -0.180
C 2.0960 2.0135 -3.5870 -0.008
C 3.3985 1.7239 -1.4363 -0.187
C 4.5260 1.0867 -2.1968 -0.013
C 3.5258 1.8854 -0.0524 -0.155
C 4.7995 1.4166 0.5851 -0.008
C 2.5100 2.5459 0.6891 -0.210
C 2.6507 2.8229 2.1690 -0.008
H 0.8839 5.1130 0.5861 0.120
H 0.4726 3.9139 1.8034 0.064
H -0.5216 4.0751 0.3708 0.063
H -0.4688 3.1059 -2.7123 0.072
H 0.7942 4.2929 -2.9775 0.110
H -0.2642 4.4579 -1.5953 0.074
H 2.6244 2.8081 -4.1212 0.123
H 1.0527 2.0505 -3.8854 0.071
H 2.5036 1.0655 -3.9296 0.083
H 4.3620 1.0769 -3.2675 0.079
H 4.6945 0.0586 -1.8710 0.097
H 5.4539 1.6285 -2.0144 0.106
H 5.6161 2.0868 0.3075 0.117
H 5.0728 0.4271 0.2260 0.086
H 4.7594 1.3749 1.6640 0.065
H 1.8403 2.3741 2.7482 0.085
H 2.6236 3.8974 2.3500 0.104
H 3.5820 2.4529 2.5778 0.074
C 0.1410 -2.9899 -3.1458 -0.032
C 0.7850 -1.5995 -3.1883 -0.339
C 1.7270 -1.4413 -1.9969 -0.057
C -0.2430 -0.5046 -3.4649 -0.139
C -0.4482 -0.1783 -4.8050 -0.029
C -1.4226 0.7237 -5.1909 -0.035
C -2.2338 1.3120 -4.2350 -0.016
C -2.0812 1.0350 -2.8786 -0.148
C -3.0917 1.6644 -1.9282 -0.334
C -2.5335 2.4979 -0.7766 -0.055
C -4.1176 0.6515 -1.4064 -0.032
C -1.0635 0.1359 -2.5275 -0.160
N -0.8242 -0.1273 -1.1322 -0.032
C -1.4074 -1.1347 -0.5181 -0.162
C -1.0140 -1.2924 0.8509 -0.173
N -0.1161 -0.4220 1.2663 -0.041
C 0.3206 -0.4474 2.6431 -0.173
C 1.5473 -1.0507 2.9516 -0.135
C 1.8890 -1.1420 4.2980 -0.010
C 1.0454 -0.6531 5.2794 -0.027
C -0.1628 -0.0639 4.9415 -0.010
C -0.5580 0.0472 3.6158 -0.152
C -1.8614 0.7151 3.2343 -0.361
C -1.5766 2.1551 2.8167 -0.051
C -2.9142 0.6793 4.3386 -0.053
C 2.4308 -1.6812 1.8937 -0.373
C 3.8880 -1.7743 2.3311 -0.067
C 1.9126 -3.0715 1.5111 -0.033
C -1.7318 -2.4191 1.4265 -0.084
C -1.7717 -3.0542 2.6412 0.037
C -2.6241 -4.1756 2.7793 -0.026
C -3.4011 -4.6381 1.7431 0.026
C -3.3728 -4.0011 0.4750 -0.132
C -4.1046 -4.3632 -0.6856 0.028
C -3.9662 -3.6485 -1.8529 -0.023
C -3.0991 -2.5365 -1.9564 0.007
C -2.3779 -2.1694 -0.8492 -0.108
C -2.5296 -2.9041 0.3555 -0.068
H 0.9082 -3.7478 -3.2972 0.093
H -0.6094 -3.1140 -3.9251 0.091
H -0.3307 -3.1875 -2.1822 0.071
H 1.4206 -1.5840 -4.0791 0.133
H 1.2096 -1.5271 -1.0395 0.040
H 2.2794 -0.5023 -2.0231 0.046
H 2.4564 -2.2514 -2.0177 0.101
H 0.1647 -0.6547 -5.5573 0.128
H -1.5592 0.9599 -6.2358 0.120
H -3.0114 1.9976 -4.5443 0.125
H -3.6439 2.3652 -2.5610 0.136
H -1.7903 1.9503 -0.1807 0.022
H -3.3385 2.7541 -0.0887 0.097
H -2.0876 3.4293 -1.1232 0.065
H -3.7112 0.0306 -0.6069 0.070
H -4.4794 -0.0047 -2.1967 0.088
H -4.9737 1.1872 -0.9988 0.094
H 2.8210 -1.6052 4.5834 0.115
H 1.3242 -0.7420 6.3197 0.120
H -0.8102 0.2997 5.7246 0.117
H -2.2814 0.1915 2.3690 0.123
H -1.1001 2.7032 3.6317 0.103
H -2.4921 2.6766 2.5405 0.094
H -0.9007 2.1885 1.9545 0.014
H -2.6651 1.3570 5.1546 0.087
H -3.0336 -0.3216 4.7508 0.090
H -3.8773 0.9941 3.9403 0.090
H 2.3889 -1.0531 0.9873 0.098
H 4.0251 -2.5567 3.0784 0.089
H 4.2454 -0.8402 2.7592 0.078
H 4.5180 -2.0358 1.4832 0.086
H 1.9081 -3.7219 2.3874 0.100
H 2.5549 -3.5274 0.7583 0.089
H 0.8975 -3.0401 1.1178 0.060
H -1.1771 -2.7212 3.4810 0.121
H -2.6621 -4.6816 3.7332 0.118
H -4.0408 -5.4972 1.8941 0.129
H -4.7778 -5.2088 -0.6508 0.128
H -4.5361 -3.9439 -2.7218 0.118
H -3.0144 -2.0042 -2.8941 0.122
```

---

5.
Density functional theory data (ωB97M-V with the def2-TZVPD basis set) for a 2-piece molecular cluster, C5H10O2 overall at a distorted geometry.

Calculated values
- Relative energy (zero: lowest compared OMol25 entry of this formula, charge and spin): 327.52 kJ/mol
- SMILES: C=C/C(O)=C/C.O
- E_LUMO: 0.0140 Ha
- Molar mass: 102.133 g mol⁻¹
- Frontier orbital gap: 8.00 eV
- Electronic energy: -346.9007 hartree

XYZ file:
```
17
Properties=species:S:1:pos:R:3:lowdin_charge:R:1
C -1.1976 -0.0770 1.5176 -0.089
C -0.5313 -0.9634 0.4534 -0.088
C 0.6376 -0.5634 -0.0655 -0.366
O 1.1771 0.6691 0.2403 0.006
C 1.3984 -1.1778 -1.1503 -0.109
C 0.8960 -2.0924 -2.0128 0.008
H -1.9591 -0.5845 2.0966 0.063
H -0.4365 0.2757 2.2058 0.077
H -1.6789 0.6913 0.9214 0.058
H -0.7914 -2.0068 0.3265 0.097
H 0.5604 1.4041 0.3084 0.036
H 2.3529 -0.6970 -1.4053 0.106
H 0.2630 -2.8772 -1.6042 0.050
H 0.8809 -1.9491 -3.0936 0.061
H 0.0841 3.7199 0.1479 0.064
H -1.2366 3.2957 0.7337 0.062
O -0.4189 2.9328 0.3801 -0.035
```

---

6.
Density functional theory data (ωB97M-V with the def2-TZVPD basis set) for C30H74BaNO22S7 as an isolated structure at a distorted geometry.

Calculated values
- E_LUMO: -0.0691 Ha
- Molar mass: 1162.704 g mol⁻¹
- Net charge: +1
- Frontier orbital gap: 4.90 eV
- Electronic energy: -5709.9283 hartree

XYZ file:
```
135
Properties=species:S:1:pos:R:3:lowdin_charge:R:1
Ba 14.1838 13.1710 14.5014 2.041
C 18.3344 12.9484 16.3168 -0.035
C 18.4030 14.4383 15.7650 -0.448
C 19.8588 14.8989 16.0218 -0.154
C 20.2328 16.2923 15.4568 -0.199
C 19.8180 16.4754 14.0084 -0.130
C 18.3641 15.8680 13.5601 -0.396
N 18.0585 14.5889 14.3429 -0.177
O 16.8502 13.8890 13.9871 -0.437
C 18.3977 15.7368 12.0076 -0.042
C 17.2975 16.9462 13.9270 -0.054
C 17.5547 15.3808 16.7386 -0.033
H 18.8190 12.1205 15.7991 0.073
H 17.3146 12.6543 16.5646 0.019
H 18.8361 12.9137 17.2838 0.069
H 20.4912 14.1697 15.5154 0.112
H 20.1279 14.7942 17.0728 0.109
H 21.3110 16.4518 15.4609 0.103
H 19.8765 17.1023 16.0932 0.096
H 20.5840 16.0062 13.3910 0.103
H 19.9475 17.5420 13.8251 0.108
H 18.9549 16.5224 11.4973 0.076
H 17.3978 15.7676 11.5748 0.053
H 18.8171 14.7633 11.7534 0.080
H 17.4598 17.5387 14.8274 0.064
H 16.3129 16.5151 14.1078 0.048
H 17.2330 17.6635 13.1088 0.050
H 17.6315 15.2459 17.8175 0.062
H 16.4977 15.1713 16.5747 0.050
H 17.7390 16.4462 16.6010 0.053
O 17.1794 10.0191 16.7973 -0.287
S 16.1668 9.6793 15.7780 0.698
O 15.1515 10.6904 15.4294 -0.429
O 16.9299 9.2293 14.3619 -0.244
C 18.0516 8.3336 14.4572 -0.267
C 19.3862 9.0386 14.0946 -0.047
C 15.4339 8.1504 16.2710 -0.113
H 17.8182 7.5107 13.7816 0.123
H 18.2488 7.9074 15.4409 0.107
H 19.4588 9.3840 13.0633 0.080
H 20.0760 8.2187 14.2943 0.077
H 19.6536 9.8458 14.7765 0.072
H 16.1922 7.3948 16.4765 0.075
H 14.8325 7.6801 15.4930 0.071
H 14.8033 8.2380 17.1557 0.072
O 12.7382 11.1426 13.3670 -0.446
S 12.3732 9.8013 12.9374 0.701
O 13.0977 8.6441 13.5305 -0.297
O 10.7619 9.6103 13.1809 -0.250
C 10.1548 8.3677 13.1107 -0.286
C 10.1016 7.7849 14.5077 -0.066
C 12.5573 9.7417 11.1171 -0.081
H 10.7162 7.7658 12.3961 0.118
H 9.1124 8.4092 12.7949 0.131
H 9.6058 8.4902 15.1747 0.081
H 11.1334 7.6230 14.8193 0.062
H 9.6547 6.7964 14.6141 0.089
H 11.8559 10.4792 10.7269 0.066
H 12.1731 8.8113 10.6989 0.072
H 13.5766 9.8591 10.7490 0.073
O 13.8739 11.9922 9.3823 -0.296
S 14.5579 12.8724 10.3139 0.666
O 14.3931 12.6659 11.7507 -0.406
O 16.1401 12.8390 9.9168 -0.253
C 16.4853 12.5481 8.5654 -0.253
C 18.0757 12.5721 8.4135 -0.030
C 14.2808 14.6352 9.9893 -0.072
H 15.9394 13.0628 7.7748 0.114
H 16.1268 11.5305 8.4104 0.102
H 18.5401 11.9796 9.2017 0.077
H 18.4052 13.6088 8.4839 0.068
H 18.4376 12.2509 7.4368 0.073
H 15.0148 15.0201 10.6973 0.058
H 13.2228 14.7198 10.2377 0.042
H 14.5320 14.7256 8.9325 0.082
O 12.2280 12.3393 16.4443 -0.397
S 11.2274 11.5588 17.1480 0.702
O 10.9685 11.6549 18.5779 -0.272
O 9.7217 11.5656 16.3999 -0.229
C 9.1924 12.8109 16.1304 -0.316
C 7.9489 13.1313 16.9810 -0.044
C 11.6238 9.7880 16.9450 -0.071
H 8.9325 12.8846 15.0744 0.100
H 10.0183 13.5032 16.2939 0.105
H 7.1037 12.5749 16.5759 0.080
H 7.5687 14.1470 16.8720 0.073
H 8.1497 13.0610 18.0500 0.082
H 11.6812 9.6481 15.8656 0.033
H 10.8809 9.1495 17.4231 0.088
H 12.6548 9.6855 17.2837 0.050
O 12.2848 16.6477 11.6245 -0.278
S 13.4497 16.7070 12.4764 0.673
O 14.0122 15.5532 13.2405 -0.484
O 14.6627 17.3687 11.6079 -0.301
C 14.5435 18.5752 10.8682 -0.236
C 15.6916 19.4978 11.3016 -0.045
C 13.2502 18.0270 13.7931 -0.043
H 13.5435 18.9442 11.0959 0.107
H 14.6406 18.1938 9.8517 0.129
H 15.7845 20.3892 10.6812 0.083
H 16.6550 18.9883 11.3198 0.074
H 15.5641 19.8973 12.3077 0.079
H 13.1110 18.8876 13.1389 0.058
H 14.1211 17.8998 14.4361 0.073
H 12.3731 17.7012 14.3523 0.067
O 14.5930 10.7750 18.2880 -0.293
S 14.8787 12.1991 18.2980 0.733
O 14.9938 12.9769 17.0180 -0.514
O 13.8287 13.0109 19.3384 -0.248
C 13.5461 12.3462 20.5633 -0.294
C 12.9191 13.4228 21.4984 -0.045
C 16.4467 12.4864 19.2170 -0.075
H 14.2976 11.7919 21.1255 0.114
H 12.8361 11.5337 20.4089 0.101
H 13.6487 14.0920 21.9544 0.075
H 12.3241 13.0049 22.3105 0.080
H 12.2336 14.0190 20.8961 0.077
H 16.6582 13.5478 19.3469 0.078
H 17.2930 12.0088 18.7233 0.054
H 16.3837 11.8910 20.1279 0.067
O 9.8240 12.5918 12.7207 -0.282
S 10.5858 13.8334 12.6208 0.697
O 11.7382 13.9899 13.4938 -0.432
O 11.1354 13.9259 11.0364 -0.264
C 10.1518 13.5234 10.1165 -0.318
C 10.8417 13.3734 8.7912 -0.069
C 9.4815 15.3129 12.5435 -0.057
H 9.2255 14.0838 9.9898 0.126
H 9.7895 12.5034 10.2446 0.116
H 11.6344 12.6338 8.6787 0.065
H 11.2309 14.3084 8.3882 0.086
H 10.0838 13.0384 8.0832 0.089
H 8.5105 15.1040 12.9925 0.078
H 9.4285 15.5923 11.4913 0.066
H 10.0410 15.9640 13.2152 0.058
```

---

7.
Density functional theory data (ωB97M-V with the def2-TZVPD basis set) for a 14-piece molecular cluster, H28O14 overall at a distorted geometry.

Calculated values
- Relative energy (zero: lowest compared OMol25 entry of this formula, charge and spin): 45.65 kJ/mol
- Spin multiplicity: 2
- E_LUMO (spin up / spin down): -0.1097 / -0.3913 Ha
- Molar mass: 252.210 g mol⁻¹
- Net charge: +1
- Frontier orbital gap (spin up / spin down): 10.82 / 2.71 eV
- Electronic energy: -1069.7831 hartree

XYZ file:
```
42
Properties=species:S:1:pos:R:3:lowdin_charge:R:1
O 13.7766 -13.5374 12.5132 -0.019
H 13.4801 -14.2287 11.9211 0.073
H 14.6587 -13.8048 12.7716 0.036
O 14.8534 -11.2990 11.1446 -0.033
H 14.3054 -10.5392 11.3411 0.006
H 14.6636 -11.9202 11.8476 0.000
O 15.4500 -12.2155 8.4184 0.047
H 14.7057 -12.0685 7.8348 0.075
H 15.2330 -11.7263 9.2120 0.004
O 14.5110 -10.8429 14.8480 -0.025
H 13.8644 -10.8683 14.1427 -0.007
H 14.5450 -9.9227 15.1093 0.059
O 12.0380 -11.3344 13.3256 -0.031
H 12.7081 -11.9989 13.1654 -0.010
H 11.5435 -11.6679 14.0743 0.078
O 13.5090 -9.7203 9.2292 -0.049
H 14.4490 -9.5761 9.3376 -0.005
H 13.3872 -9.8093 8.2840 0.093
O 17.6538 -9.7795 11.3432 -0.022
H 17.8149 -9.2601 12.1309 0.063
H 17.0131 -10.4363 11.6157 0.005
O 13.8212 -8.8504 12.4996 -0.030
H 13.0428 -8.3007 12.5896 0.059
H 14.4433 -8.4908 13.1320 0.050
O 16.8197 -11.7414 13.6770 -0.036
H 16.1687 -11.1525 14.0586 0.013
H 17.6275 -11.5462 14.1520 0.085
O 11.3559 -11.1488 10.3939 0.142
H 11.8888 -10.6549 9.7708 0.030
H 11.8649 -11.1405 11.2045 0.023
O 16.8459 -13.7615 12.0978 -0.045
H 16.8886 -12.8904 12.4923 -0.030
H 16.8699 -14.3633 12.8418 0.058
O 15.3115 -14.7112 9.6014 0.247
H 15.1358 -13.7720 9.5440 0.037
H 15.7835 -14.8171 10.4273 0.067
O 12.4909 -7.4647 10.1925 -0.037
H 12.7764 -8.3513 9.9720 -0.040
H 13.2983 -6.9510 10.2142 0.035
O 15.9364 -8.7212 9.5358 -0.028
H 16.1451 -7.7932 9.6433 0.072
H 16.4706 -9.1652 10.1944 -0.012
```